ORCA calculation (the ωB97M-V functional and the def2-TZVPD basis) on a cluster of 5 separate species, CH11O5 in total in a non-equilibrium geometry.

The calculation puts the energy above the lowest of the compared OMol25 structures with the same formula, charge and spin at 52.6 kJ/mol. The value obtained for the electronic energy is -420.93078 a.u. The net charge is -1. For the highest occupied orbital energy, the calculation gives -4.8 eV. As for the spin multiplicity: 1.

Each atom is followed by the atoms it is bonded to, with distances in Å.
Geometry (Å):
1 C -1.37329 0.85308 -0.49953  O2 1.421, H3 1.111, H4 1.102, H5 1.102
2 O -0.24757 0.09662 -0.07539  C1 1.421
3 H -2.32364 0.37485 -0.17799  C1 1.111
4 H -1.44823 1.75351 0.13221  C1 1.102
5 H -1.37018 0.85264 -1.60191  C1 1.102
6 H -0.83680 -1.21800 0.78063  O8 1.007
7 H -0.40245 -2.44084 1.48444  O8 0.967
8 O -1.11391 -1.79107 1.56102  H6 1.007, H7 0.967
9 H 0.09239 -1.51566 -1.29445  O11 0.975
10 H 1.04716 -2.57079 -2.03627  O11 0.963
11 O 0.18133 -2.42145 -1.64276  H9 0.975, H10 0.963
12 H 0.73954 2.60522 1.16283  O14 0.969
13 H 0.32372 1.12138 1.22027  O14 1.004
14 O 0.66343 1.87272 1.79269  H12 0.969, H13 1.004
15 H 0.78644 0.97240 -0.92634  O17 1.032
16 H 2.24850 0.98145 -0.49908  O17 0.966
17 O 1.66739 1.48733 -1.08203  H15 1.032, H16 0.966